Model P:
{"formula": "C4H10N2O2", "method": "the ωB97M-V functional and the def2-TZVPD basis", "species": ["C", "C", "C", "N", "C", "O", "O", "N", "H", "H", "H", "H", "H", "H", "H", "H", "H", "H"], "coordinates": [[0.35, 0.64, -0.48], [-0.19, -0.43, 0.32], [-0.41, 0.65, 1.91], [-1.48, -0.95, 0.09], [0.66, -0.39, -2.12], [1.57, 1.17, -0.19], [-1.04, -0.20, 2.80], [1.70, -0.20, -2.81], [2.18, 0.46, 0.04], [-1.78, -0.61, 2.33], [-0.35, 1.42, -0.77], [0.52, -1.19, 0.62], [-2.09, -0.34, -0.44], [-1.47, -1.88, -0.32], [2.32, 0.51, -2.42], [0.58, 0.91, 2.29], [-1.00, 1.54, 1.67], [-0.07, -1.11, -2.52]], "gap_ev": 8.60, "charge": 0, "homo_ev": -7.80}

---

Model Q:
{"formula": "C4H10N2O2", "method": "the ωB97M-V functional and the def2-TZVPD basis", "species": ["C", "C", "O", "N", "H", "H", "H", "H", "H", "C", "C", "O", "N", "H", "H", "H", "H", "H"], "coordinates": [[-0.78, -0.95, 0.56], [-2.07, -0.68, 1.24], [-2.21, -0.75, 2.44], [-3.22, -0.56, 0.47], [-4.10, -0.63, 0.93], [-3.33, -0.53, -0.53], [-0.68, -1.87, -0.01], [0.06, -0.93, 1.25], [-0.61, -0.08, -0.08], [1.45, 1.39, -1.50], [2.35, 1.02, -0.35], [3.03, 1.79, 0.27], [2.21, -0.30, 0.05], [0.54, 1.80, -1.05], [1.20, 0.54, -2.13], [2.58, -0.58, 0.94], [1.78, -0.99, -0.53], [1.82, 2.30, -1.98]], "gap_ev": 10.43, "smiles": "CC(N)=O.CC(N)=O", "charge": 0, "homo_ev": -9.95}

---

Model R:
{"formula": "C4H10N2O2", "method": "the ωB97M-V functional and the def2-TZVPD basis", "species": ["C", "C", "N", "N", "C", "C", "O", "O", "H", "H", "H", "H", "H", "H", "H", "H", "H", "H"], "coordinates": [[2.32, 0.72, 1.53], [-2.06, 0.93, -1.23], [1.79, -0.45, 0.86], [0.55, -0.33, -0.29], [-1.87, -0.39, -0.58], [-0.69, -0.87, -0.09], [2.76, -0.89, -0.05], [-3.06, -1.02, -0.29], [2.19, -1.49, -0.59], [-2.89, -1.88, 0.10], [0.56, 0.59, -0.72], [-0.67, -1.85, 0.37], [2.34, 0.53, 2.62], [3.35, 0.98, 1.27], [1.71, 1.59, 1.31], [-1.96, 1.74, -0.50], [-1.33, 1.10, -2.03], [-3.06, 1.00, -1.67]], "gap_ev": 8.34, "smiles": "C/C(O)=C\\NN(C)O", "charge": 0, "homo_ev": -7.52}

---

The energetic minimum among the shown structures is model Q; the next structure lies 94.3 kcal/mol above.